Density functional theory data (wB97M-V/def2-TZVPD) for 2 unconnected molecules or ions with the total composition C9H15BIN2O4S in a non-equilibrium geometry.

The geometry in XYZ format:
```
33
Properties=species:S:1:pos:R:3
O -0.39 -0.75 2.03
C -0.10 -0.83 0.83
I -1.58 -0.41 -0.75
C 1.39 -1.20 0.28
C 1.65 -0.18 -0.94
C 1.92 1.33 -0.73
C 2.12 2.30 -1.91
C 2.00 1.56 -3.30
C 2.13 2.33 -4.70
B 0.69 3.11 -4.92
O 0.54 4.52 -4.69
O -0.50 2.38 -5.33
N 1.77 0.16 -3.24
N 1.59 -0.69 -2.25
H 2.19 -1.13 1.09
H 1.32 -2.26 -0.16
H 1.97 1.71 0.35
H 2.29 3.42 -1.82
H 2.24 1.59 -5.56
H 3.01 3.06 -4.69
H 0.06 4.58 -3.82
H -1.06 2.29 -4.52
H 1.73 -0.29 -4.18
C -2.10 -2.10 4.21
S -2.28 -3.62 5.17
O -3.25 -4.49 4.45
C -3.16 -2.86 6.56
H -1.60 -2.34 3.28
H -3.08 -1.67 4.00
H -1.49 -1.39 4.77
H -4.08 -2.38 6.20
H -2.52 -2.12 7.04
H -3.42 -3.64 7.27
```

The value obtained for the calculated total energy is -1482.80982 a.u. The HOMO-LUMO gap is 4.935 eV. The charge is +1. The calculation puts the HOMO energy at -10.395 eV. The spin multiplicity is 1.

=====

Density functional theory data (wB97M-V/def2-TZVPD) for C23H26ClN3O4S in the gas phase in a non-equilibrium geometry.

The geometry in XYZ format:
```
58
Properties=species:S:1:pos:R:3
O -5.13 -1.53 1.14
C -4.08 -1.53 0.53
N -3.90 -0.89 -0.64
C -4.91 -0.01 -1.19
C -4.78 1.39 -0.62
C -5.74 1.89 0.24
C -5.62 3.15 0.79
C -4.53 3.94 0.47
C -3.56 3.46 -0.38
C -3.68 2.19 -0.92
Cl -2.43 1.59 -1.97
C -2.83 -2.27 1.02
C -2.43 -3.34 -0.01
C -1.02 -3.87 0.24
N -0.06 -2.78 0.32
S 0.18 -2.02 -1.17
O 0.44 -3.06 -2.12
O -0.87 -1.09 -1.51
C 1.67 -1.10 -0.85
C 1.67 0.28 -0.89
C 2.83 0.97 -0.64
C 4.01 0.29 -0.33
N 5.18 1.00 -0.07
C 5.16 2.44 0.16
C 6.53 2.74 0.77
C 7.41 1.66 0.16
C 6.46 0.50 -0.09
O 6.79 -0.64 -0.29
C 4.00 -1.11 -0.29
C 2.83 -1.80 -0.55
C -0.34 -1.88 1.41
C -1.73 -1.24 1.30
H -2.98 -0.86 -1.06
H -5.88 -0.42 -0.92
H -4.80 0.01 -2.27
H -6.59 1.26 0.50
H -6.38 3.53 1.46
H -4.43 4.93 0.89
H -2.70 4.06 -0.64
H -3.09 -2.78 1.96
H -2.44 -2.92 -1.02
H -3.14 -4.16 0.02
H -0.96 -4.42 1.19
H -0.70 -4.52 -0.57
H 0.75 0.79 -1.14
H 2.82 2.05 -0.70
H 4.34 2.71 0.83
H 5.02 2.97 -0.79
H 6.86 3.75 0.53
H 6.49 2.63 1.85
H 8.24 1.35 0.79
H 7.82 1.97 -0.81
H 4.90 -1.64 -0.07
H 2.80 -2.87 -0.53
H -0.26 -2.46 2.34
H 0.43 -1.11 1.42
H -1.69 -0.50 0.50
H -1.96 -0.71 2.23
```

The value obtained for the calculated total energy is -2215.70783 a.u. The HOMO-LUMO gap is 9.412 eV. As for the SMILES: O=C(NCc1ccccc1Cl)C1CCN(S(=O)(=O)c2ccc(N3CCCC3=O)cc2)CC1. Its energy above the lowest of the compared OMol25 structures with the same formula, charge and spin is 0.484 eV. The charge is 0. The calculation puts the HOMO energy at -9.027 eV. The spin multiplicity is 1.

=====

Density functional theory data (wB97M-V/def2-TZVPD) for CBrIN4 in the gas phase in a non-equilibrium geometry.

The geometry in XYZ format:
```
7
Properties=species:S:1:pos:R:3
C 1.10 -0.96 -0.01
N 0.08 -1.58 -0.02
N -1.26 -1.14 -0.02
N -1.40 0.08 0.01
N -0.48 0.92 0.04
Br -0.88 2.71 -0.01
I 2.85 -0.03 0.00
```

The value obtained for the calculated total energy is -3128.63395 a.u. The HOMO-LUMO gap is 8.025 eV. Its energy above the lowest of the compared OMol25 structures with the same formula, charge and spin is 3.401 eV. The charge is 0. The calculation puts the HOMO energy at -8.872 eV. The spin multiplicity is 1.

=====

Density functional theory data (wB97M-V/def2-TZVPD) for 2 unconnected molecules or ions with the total composition C8H10NO4S2 in a non-equilibrium geometry.

The geometry in XYZ format:
```
25
Properties=species:S:1:pos:R:3
C -2.16 0.39 -1.86
C -1.89 1.64 -1.27
C -1.60 -0.56 -1.07
C -1.17 1.41 -0.13
C -0.03 -0.22 2.31
C 1.66 -0.46 -1.29
C -0.20 -0.64 0.96
C 1.98 -0.50 0.17
N -0.99 0.05 0.01
O -0.41 0.84 2.80
O 0.66 -1.09 3.09
O -1.61 -1.92 -1.25
O -0.62 2.32 0.70
S 2.54 1.07 0.84
S 2.64 -1.89 0.84
H -2.71 0.21 -2.77
H -2.18 2.61 -1.63
H 1.32 -1.43 -1.63
H 0.92 0.30 -1.53
H 2.58 -0.22 -1.84
H -0.17 -1.71 0.81
H -0.85 -2.29 -0.80
H -0.54 1.89 1.61
H 1.53 1.81 0.39
H 1.30 -1.60 2.54
```

The value obtained for the calculated total energy is -1462.97385 a.u. The HOMO-LUMO gap (spin up / spin down) is 6.875 / 6.876 eV. Its energy above the lowest of the compared OMol25 structures with the same formula, charge and spin is 0.000 eV. The charge is -1. The calculation puts the HOMO energy (spin up / spin down) at -3.832 / -3.833 eV. The spin multiplicity is 1.